Below is an isolated molecule of C12H12IOP in a non-equilibrium geometry, with properties calculated with ωB97M-V/def2-TZVPD.

Orbital gap (eV): 8.53
Spin multiplicity: 1
Max |F| (eV Å⁻¹): 6.94
E (eV): -32074.124
Energy above the lowest of the compared OMol25 structures with the same formula, charge and spin (kcal/mol): 23.6
SMILES: O=[P@](I)(C1=CC=CCC1)c1ccccc1

CARTESIAN COORDINATES (ANGSTROEM)
I1 -3.140 0.564 0.418
P1 -1.305 -0.076 -1.015
O1 -1.681 0.052 -2.626
C1 0.234 -2.199 -1.190
C2 0.295 2.875 1.315
C3 0.890 -3.313 -0.669
C4 0.198 1.331 0.938
C5 0.905 3.246 -1.023
C6 0.226 2.021 -1.414
C7 -0.757 -1.661 -0.475
C8 0.951 3.605 0.250
C9 -1.030 -2.190 0.750
C10 -0.184 1.202 -0.448
C11 -0.482 -3.333 1.249
C12 0.462 -3.940 0.495
H1 1.474 4.458 0.686
H2 0.050 1.789 -2.376
H3 -0.775 3.194 1.571
H4 -0.655 -3.761 2.269
H5 0.972 -4.814 0.784
H6 0.534 -1.871 -2.198
H7 0.758 2.960 2.230
H8 -1.900 -1.854 1.196
H9 1.295 1.016 0.937
H10 1.417 3.865 -1.827
H11 1.684 -3.860 -1.288
H12 -0.439 0.692 1.461

Force components x, y, z for each atom (eV/Å):
-0.61 -0.09 0.05
-2.03 1.57 -6.45
1.67 -0.74 6.35
2.85 -1.79 -2.10
-3.98 -3.14 -0.22
0.84 -1.66 -1.70
3.10 2.23 -0.08
1.49 0.98 -1.64
0.43 1.06 3.05
-0.54 1.11 0.61
0.59 1.28 0.51
-1.29 -0.48 0.50
-0.54 -0.78 -2.35
0.15 -0.81 1.96
1.53 0.77 -1.35
0.00 0.28 -1.00
-0.81 -0.49 -3.26
1.12 0.17 -0.77
-0.51 0.66 -1.13
0.39 -1.02 0.51
-0.26 0.21 0.64
1.43 0.19 1.96
-1.35 1.12 1.44
-1.21 -0.26 0.48
-0.69 -0.86 1.19
-1.16 1.11 0.91
-0.58 -0.65 1.90